# 1
6 unconnected molecules or ions with the total composition C41H55ClN5O20PS in a non-equilibrium geometry, computed with ωB97M-V with the def2-TZVPD basis set.

Geometry as XYZ:
```
124
Properties=species:S:1:pos:R:3:forces:R:3
C 2.500340 -2.383954 1.979479 0.4 0.0 0.5
C 1.819969 -1.121119 2.733305 -0.7 -1.4 -0.5
N 1.621456 0.001801 1.758319 2.3 0.6 0.4
C 1.392892 1.316675 2.438556 -0.7 2.2 0.0
C 0.099731 1.372916 3.377887 0.0 -1.2 0.2
C -1.179974 0.611546 2.819627 -3.3 -1.8 0.5
C -2.103481 -0.065699 3.897653 -0.6 0.0 -3.2
C -3.416208 -0.835517 3.558336 2.4 2.1 -2.1
P -4.560219 -1.667162 4.820754 -0.8 -1.2 -0.4
O -3.653317 -2.530693 5.991484 0.7 2.1 -1.8
Cl -5.563356 -0.050481 5.822635 1.2 -0.4 -0.2
C -3.827583 -0.899096 2.072448 2.6 1.7 1.0
C -2.921936 -0.249726 0.983946 -0.1 0.0 2.7
C -1.611975 0.500277 1.336170 -0.4 -0.8 1.9
N -0.800306 1.090587 0.275334 -2.3 -3.2 -0.5
C -0.490913 0.228657 -0.676439 0.7 0.8 -0.7
C -0.398843 0.804996 -2.183370 0.6 -0.5 1.1
C -0.147356 -1.313111 -0.502545 -1.3 -0.5 -0.7
C -3.659425 -0.556812 -0.395486 1.3 1.0 -0.2
O -3.604461 0.025319 -1.499742 -0.3 -2.4 4.0
N -4.483343 -1.754101 -0.049030 -0.9 0.1 -0.2
C -3.699555 -3.016892 0.147003 0.2 -1.8 -0.1
C -3.895895 -4.111065 -1.008806 0.8 1.2 -0.1
S -3.143032 -5.721647 -0.380456 1.4 0.3 -0.3
C -1.311616 -5.589755 -0.375944 4.2 1.6 1.0
N -0.401744 -5.055388 0.594752 -2.9 -1.6 -2.6
N 0.885607 -5.199275 0.208503 -1.2 -2.3 -5.1
C 0.846339 -5.823522 -1.100470 -2.0 1.6 3.7
O -0.490810 -6.064919 -1.458058 1.2 0.9 1.8
C -5.062733 -1.571299 1.321692 -0.8 0.6 1.5
O -6.192455 -1.892783 1.731587 4.5 1.2 -1.8
C 2.898379 0.183408 0.974272 0.8 -0.3 -3.6
C 4.331991 0.471938 1.654610 0.3 0.1 -0.1
O 2.874439 0.102718 -0.290476 -0.3 0.4 4.8
H 3.637612 -2.276718 2.034224 -1.5 -0.3 -0.2
H 2.217881 -3.389808 2.460316 0.4 1.7 -0.6
H 2.208807 -2.460900 0.881183 0.3 0.3 1.5
H 2.412935 -0.793170 3.657854 -0.8 -0.6 -1.1
H 0.756954 -1.481008 3.013911 1.7 0.8 -0.1
H 1.237764 2.117301 1.616565 0.2 -1.4 1.1
H 2.277610 1.697170 3.063207 -1.8 -1.0 -1.1
H 0.392945 0.852454 4.369512 -0.7 0.8 -1.5
H -0.176841 2.443888 3.671190 0.5 -1.4 -0.7
H -1.793686 0.016233 5.004533 -0.5 -0.2 -2.0
H -2.694336 -2.373927 5.822185 -0.7 -0.2 0.5
H 0.425332 0.249161 -2.770451 -1.3 1.0 0.9
H -0.209868 1.925578 -2.119193 -0.2 -1.5 -0.2
H -1.411233 0.644660 -2.693636 1.4 0.1 0.9
H -0.542023 -1.799108 0.448833 0.6 0.9 -1.1
H 0.961187 -1.565042 -0.586179 -1.4 1.0 0.0
H -0.664554 -1.864155 -1.381237 0.8 0.8 1.3
H -4.097108 -3.495756 1.121358 0.8 0.6 -1.5
H -2.574812 -2.869538 0.283887 -1.5 0.1 -0.1
H -4.989624 -4.346333 -1.216528 1.5 0.2 0.4
H -3.369912 -3.772428 -1.975942 -0.9 -0.6 1.4
H 1.735233 -6.104182 -1.770348 -1.9 0.4 1.2
H 5.214498 0.200864 0.972739 -1.7 0.1 0.6
H 4.485375 -0.088730 2.633605 -0.5 0.7 -1.3
H 4.453309 1.590686 1.887707 -0.4 -1.9 -0.6
C -5.864473 4.059639 -4.238731 0.2 0.4 -0.1
C -5.005955 2.966008 -4.835263 -0.9 0.6 0.3
C -4.925392 1.732004 -3.985385 -0.6 -0.5 0.3
O -3.661278 1.193690 -4.348284 0.5 0.4 -0.3
C -2.892821 2.243704 -4.744024 0.7 0.0 0.1
O -1.710961 2.179909 -4.919724 -0.6 0.1 0.0
O -3.640341 3.371060 -4.903448 0.5 -0.6 0.0
H -5.867075 4.937427 -4.890172 -0.1 -0.1 0.0
H -6.894541 3.723330 -4.101534 0.1 0.0 -0.1
H -5.467273 4.388249 -3.274383 0.0 -0.2 0.0
H -5.342983 2.733345 -5.851837 0.1 -0.1 0.1
H -5.725110 1.022333 -4.203204 0.2 -0.1 0.0
H -4.916988 1.941283 -2.911451 0.0 0.1 -0.1
C 8.350856 2.843588 4.203187 0.1 0.0 -0.5
C 6.924266 3.058174 4.657571 1.3 0.2 -0.1
C 6.547096 2.236936 5.848912 0.3 0.0 0.9
O 5.141276 2.080312 5.680286 -0.4 -0.1 -0.9
C 4.901771 2.157654 4.343227 -0.5 0.0 0.1
O 3.858551 1.868612 3.822037 1.4 0.9 1.7
O 6.000301 2.600259 3.671053 -1.0 -0.3 0.3
H 8.563348 3.452725 3.320447 0.0 0.0 0.1
H 9.059646 3.108964 4.990705 -0.1 0.0 0.0
H 8.519341 1.803327 3.910903 -0.1 0.0 0.2
H 6.736904 4.124207 4.829229 -0.1 -0.1 0.0
H 6.771078 2.742112 6.789663 -0.2 -0.1 -0.1
H 7.007473 1.244130 5.858023 0.1 0.1 -0.1
C 11.080223 7.430727 5.213062 0.3 -0.4 -0.2
C 9.776440 6.845713 5.710181 0.8 0.7 -0.6
C 9.235194 7.531457 6.930095 -0.3 0.6 0.1
O 8.487090 6.493905 7.554724 0.2 -0.7 -0.1
C 9.065713 5.318682 7.183247 -0.2 -0.8 0.5
O 8.821115 4.254711 7.682770 0.1 0.9 -0.6
O 9.961738 5.509985 6.174567 -0.6 -0.3 0.6
H 11.434521 6.878708 4.338748 -0.1 0.1 0.0
H 10.963210 8.481455 4.938920 -0.1 -0.1 0.0
H 11.862614 7.347336 5.972428 -0.2 0.1 0.0
H 9.038532 6.824019 4.900250 0.0 0.0 0.1
H 8.592716 8.377943 6.682421 -0.1 -0.2 0.1
H 10.012555 7.864682 7.624667 0.1 0.0 -0.2
C -6.678934 -5.737059 -4.939809 0.3 0.3 0.1
C -6.843335 -6.505118 -3.646535 0.2 0.2 -1.2
C -8.259634 -6.915079 -3.366163 -0.4 -0.5 -0.2
O -8.281026 -6.981688 -1.944900 0.4 0.4 0.2
C -7.334808 -6.108838 -1.500126 0.0 0.3 1.1
O -7.216939 -5.759689 -0.361970 0.0 -0.3 -0.9
O -6.541499 -5.680389 -2.523074 -0.4 -0.3 0.5
H -5.633925 -5.448215 -5.079025 -0.1 -0.1 0.0
H -6.993238 -6.335310 -5.797862 0.0 0.0 0.1
H -7.258866 -4.810100 -4.922244 -0.1 -0.2 0.1
H -6.164334 -7.364883 -3.628477 -0.1 0.0 0.1
H -8.508010 -7.883496 -3.803528 0.0 0.0 0.2
H -8.999984 -6.176748 -3.689932 0.2 0.0 -0.1
C -1.978188 -0.338941 -6.801699 -0.2 -0.4 0.0
C -1.478505 -0.376455 -8.228596 0.0 0.0 1.2
C -1.174381 0.979384 -8.794751 0.5 0.4 0.1
O -1.382643 0.779938 -10.189072 -0.4 -0.4 -0.2
C -2.295031 -0.225359 -10.306690 -0.5 -0.3 -0.9
O -2.852105 -0.517754 -11.325157 0.4 0.2 0.8
O -2.493542 -0.850176 -9.111861 0.1 0.3 -0.7
H -2.202419 -1.350252 -6.451680 0.1 0.1 0.0
H -1.237380 0.105338 -6.134510 -0.1 0.0 -0.1
H -2.908573 0.229698 -6.726182 0.2 0.1 -0.1
H -0.617087 -1.048942 -8.310295 0.0 0.1 -0.1
H -0.148451 1.293745 -8.596756 -0.1 0.0 -0.2
H -1.859591 1.760073 -8.449813 0.0 -0.1 0.1
```
Positions in Å, forces in eV/Å.

Output
Calculated total energy: -4573.3801 a.u.



# 2
A molecular structure, C41H59ClNO6P2SiV, computed with ωB97M-V with the def2-TZVPD basis set.

Geometry as XYZ:
```
112
Properties=species:S:1:pos:R:3:forces:R:3
V 0.233984 1.010123 -0.785729 -0.2 0.1 -0.1
C -1.857691 -1.579076 -2.558069 0.0 0.0 0.0
Si -0.862801 -1.307087 -0.950641 0.0 -0.1 -0.1
C 0.465705 -2.696251 -1.026532 0.0 0.1 -0.1
C 0.229845 -4.022395 -1.406447 0.0 0.0 0.0
C 1.257695 -4.920876 -1.640993 0.0 0.0 0.0
C 2.574538 -4.510214 -1.509128 0.0 0.0 0.0
C 2.843435 -3.202517 -1.147837 0.0 0.0 0.0
C 1.807376 -2.298048 -0.913194 0.0 0.0 0.0
P 2.099136 -0.560687 -0.435101 0.2 -0.2 0.1
C 2.687682 -0.721260 1.318840 0.0 0.1 0.0
C 3.851083 -1.691445 1.552563 0.0 0.0 0.0
C 4.251512 -1.675312 3.028181 0.0 0.0 0.0
C 4.723146 -0.281205 3.496801 0.0 0.0 0.0
C 4.423246 0.791938 2.453121 0.0 0.0 0.0
C 2.997978 0.680635 1.917278 0.0 0.0 0.0
C 3.569387 0.219171 -1.279203 0.0 0.0 0.0
C 4.516709 -0.672585 -2.106395 0.0 0.0 0.0
C 5.376076 0.160545 -3.074933 0.0 0.0 0.0
C 5.671074 1.542033 -2.497859 0.0 0.0 0.0
C 4.362760 2.336512 -2.329373 0.0 0.0 0.0
C 3.167636 1.400244 -2.163955 0.1 0.0 0.0
C -2.229766 -1.853001 0.332350 0.1 0.0 0.1
C -2.677290 -3.176496 0.204029 0.0 0.0 0.0
C -3.646619 -3.737276 1.015617 0.0 0.0 0.0
C -4.249961 -2.968898 1.999589 0.0 0.0 0.0
C -3.876507 -1.646752 2.128633 0.0 0.0 0.0
C -2.877299 -1.088597 1.321234 -0.1 0.0 -0.1
P -2.520875 0.672806 1.451826 0.1 -0.1 0.1
C -3.979859 1.726644 1.057873 0.0 0.0 0.0
C -3.770652 2.438073 -0.290490 0.0 0.0 0.0
C -3.994103 1.496071 -1.466772 0.0 0.0 0.0
C -5.406004 0.919733 -1.436043 0.0 0.0 0.0
C -5.655384 0.182134 -0.122481 0.0 0.0 0.0
C -5.368461 1.068141 1.092183 0.0 -0.1 0.0
C -1.948379 1.050818 3.147213 0.0 0.0 0.0
C -2.849899 0.762214 4.359500 0.0 0.0 0.0
C -3.871148 1.864209 4.633966 0.0 0.0 0.0
C -3.195152 3.245867 4.806676 0.0 0.0 0.0
C -1.696298 3.194585 4.504740 0.0 0.0 0.0
C -1.454315 2.523594 3.157192 0.0 0.0 0.0
H -2.630194 -2.340530 -2.428751 0.0 0.0 0.0
H -1.192848 -1.910361 -3.358406 0.0 0.0 0.0
H -2.346060 -0.656712 -2.878073 0.0 0.0 0.0
H -0.776827 -4.377090 -1.569640 -0.1 0.0 0.0
H 1.029092 -5.934750 -1.945936 0.0 0.0 0.0
H 3.388854 -5.194695 -1.709175 0.0 0.0 0.0
H 3.873073 -2.889232 -1.071984 0.0 0.0 0.1
H 1.815462 -1.150466 1.825727 0.0 0.0 0.1
H 4.710955 -1.422112 0.929666 0.0 0.0 0.0
H 3.559046 -2.701139 1.273743 0.0 0.0 -0.1
H 5.027913 -2.421496 3.205207 0.0 0.0 0.0
H 3.383876 -1.993407 3.613462 0.0 0.0 0.0
H 5.793036 -0.292570 3.713935 0.0 0.0 0.0
H 4.223053 -0.017372 4.432142 0.0 0.0 0.0
H 5.132164 0.708928 1.622702 0.0 0.0 0.0
H 4.574913 1.786123 2.878473 0.0 0.0 0.0
H 2.834241 1.465089 1.177100 -0.1 0.0 0.1
H 2.293246 0.892286 2.726101 0.0 0.0 0.0
H 4.118996 0.644458 -0.428899 0.0 0.0 -0.1
H 3.938691 -1.394056 -2.684279 0.0 0.0 0.0
H 5.170467 -1.223501 -1.425945 0.0 0.0 0.0
H 4.850380 0.269069 -4.027834 0.0 0.0 0.0
H 6.297236 -0.379283 -3.297944 0.0 0.0 0.0
H 6.368520 2.091366 -3.131293 0.0 0.0 0.0
H 6.162307 1.424238 -1.527278 0.0 0.0 0.0
H 4.192647 2.985212 -3.193073 0.0 0.0 0.0
H 4.406831 2.978767 -1.446129 0.0 0.0 0.0
H 2.849272 1.009013 -3.125980 0.0 0.0 0.0
H 1.594395 2.629793 -2.232665 0.1 0.0 0.0
H -2.270030 -3.794550 -0.579515 0.1 -0.1 0.0
H -3.942695 -4.768563 0.868358 0.0 0.0 0.0
H -5.018384 -3.384872 2.638106 0.0 0.0 0.0
H -4.401825 -1.036762 2.847222 0.0 0.0 0.1
H -3.944044 2.490438 1.841137 0.0 0.0 0.0
H -2.778405 2.880224 -0.347905 0.0 0.0 0.0
H -4.501243 3.253784 -0.341327 0.0 0.0 0.0
H -3.263872 0.681837 -1.420866 0.0 0.0 0.0
H -3.806261 2.025507 -2.402871 0.0 0.0 0.0
H -5.563662 0.240215 -2.276401 0.0 0.0 0.0
H -6.129528 1.735782 -1.545752 0.0 0.0 0.0
H -5.022582 -0.708994 -0.096064 0.0 0.0 0.0
H -6.688890 -0.167748 -0.069586 0.0 0.0 0.0
H -5.524674 0.508228 2.015778 0.0 0.0 0.0
H -6.099540 1.883715 1.108426 0.0 0.0 0.0
H -1.078501 0.387816 3.216747 0.0 0.0 0.0
H -2.195577 0.670829 5.229910 0.0 0.0 0.0
H -3.338290 -0.203967 4.277501 0.0 -0.1 0.0
H -4.430568 1.603083 5.533645 0.0 0.0 0.0
H -4.606552 1.896915 3.826184 0.0 0.0 0.0
H -3.360557 3.625968 5.816046 0.0 0.0 0.0
H -3.655985 3.968957 4.127852 0.0 0.0 0.0
H -1.161786 2.660516 5.295265 0.0 0.0 0.0
H -1.287001 4.206372 4.488248 0.0 0.0 0.0
H -0.406091 2.551535 2.866749 0.0 0.0 0.0
H -1.983985 3.109410 2.397094 0.0 0.0 0.0
O 0.824318 2.364095 0.775569 0.1 0.2 0.3
Cl 0.031590 3.596149 0.200140 0.0 0.1 0.0
O -0.457773 3.091094 -1.209067 0.0 -0.2 0.0
O -1.384636 1.041330 0.538144 -0.1 -0.1 -0.3
O 2.063814 2.105140 -1.567352 -0.1 -0.2 0.0
O -0.002318 0.846624 -2.807329 -0.3 0.1 -0.2
C 0.477894 0.087667 -3.698317 0.0 0.1 0.1
C -0.051296 0.105086 -5.119071 0.0 0.0 0.0
C 0.777243 -0.988353 -5.780876 0.0 0.0 0.0
C 1.767553 -1.392792 -4.682089 0.0 -0.1 -0.1
O 2.683968 -2.169993 -4.838041 0.0 0.0 0.0
N 1.471009 -0.746678 -3.494789 0.0 -0.1 0.1
H 0.105699 1.095882 -5.549045 0.0 0.0 0.0
H -1.125460 -0.080117 -5.111477 0.0 0.0 0.0
H 1.325594 -0.668690 -6.665590 0.0 0.0 0.0
H 0.189054 -1.863807 -6.057994 0.0 0.0 0.0
```
Positions in Å, forces in eV/Å.

Output
Energy relative to the best compared isomer or geometry (same formula, charge and spin): 0.0 kcal/mol
Calculated total energy: -4480.3556 a.u.
2S+1: 3